1.
Here is a 5-piece molecular cluster, C37H68F7N8O11 overall in a non-equilibrium geometry from OMol25. Energies are from the ωB97M-V functional and the def2-TZVPD basis.

Each atom is followed by the atoms it is bonded to, with distances in Å.
Atoms and positions in Å:
1 C -6.73275 -1.17115 -2.95212  C2 1.634, H40 1.155, H41 1.142, H42 1.155
2 C -5.56352 -2.18579 -3.47448  C1 1.634, C3 1.607, H43 1.141, H44 1.152
3 C -5.32737 -3.35703 -2.39998  C2 1.607, C4 1.633, H45 1.142, H46 1.154
4 C -3.72850 -3.68972 -2.41389  C3 1.633, O5 1.456, H47 1.157, H48 1.139
5 O -3.26288 -4.14345 -1.11144  C4 1.456, C6 1.429
6 C -3.18328 -3.08557 -0.15443  O5 1.429, O7 1.460, C8 1.600, N25 1.519
7 O -3.28226 -1.70878 -0.62938  C6 1.460, H49 0.993
8 C -4.27453 -3.10900 1.01526  C6 1.600, C9 1.629, N15 1.495, H50 1.140
9 C -4.65053 -4.54035 1.69679  C8 1.629, C10 1.542, N14 1.425
10 C -5.31367 -5.57489 0.76454  C9 1.542, C11 1.572, H51 1.143
11 C -5.69361 -6.95649 1.41222  C10 1.572, C12 1.568, H52 1.138
12 C -5.38679 -7.12479 2.94047  C11 1.568, C13 1.545, H53 1.137
13 C -4.74188 -5.91514 3.65272  C12 1.545, N14 1.426, H54 1.153
14 N -4.35510 -4.66572 3.08502  C9 1.425, C13 1.426
15 N -3.48671 -2.42734 2.08748  C8 1.495, F16 1.380, C17 1.480
16 F -3.76902 -1.08506 2.23701  N15 1.380
17 C -2.05326 -2.68007 1.81734  N15 1.480, N18 1.322, N25 1.465
18 N -1.26752 -2.52035 2.86813  C17 1.322, C19 1.491, H55 1.030
19 C 0.20909 -2.69485 2.75501  N18 1.491, C20 1.626, H56 1.142, H57 1.157
20 C 0.95608 -1.38764 2.14106  C19 1.626, O21 1.470, H58 1.142, H59 1.157
21 O 0.72195 -0.20513 2.98218  C20 1.470, C22 1.459
22 C 1.76955 0.71504 2.55264  O21 1.459, C23 1.604, O24 1.246
23 C 3.15364 0.64823 3.36057  C22 1.604, H60 1.153, H61 1.141, H62 1.148
24 O 1.55915 1.46057 1.57735  C22 1.246
25 N -1.78046 -3.05748 0.42879  C6 1.519, C17 1.465, C26 1.480
26 C -1.05584 -4.32337 0.17998  N25 1.480, O27 1.263, C28 1.600
27 O -1.24225 -5.25370 1.01332  C26 1.263
28 C -0.10422 -4.65387 -1.06307  C26 1.600, F29 1.412, F30 1.438, C31 1.605
29 F -0.77017 -5.15113 -2.20479  C28 1.412
30 F 0.76357 -5.71424 -0.62587  C28 1.438
31 C 0.86327 -3.46941 -1.54862  C28 1.605, F32 1.416, F33 1.437, C34 1.609
32 F 0.32429 -2.16497 -1.42904  C31 1.416
33 F 1.06763 -3.67929 -2.95539  C31 1.437
34 C 2.33442 -3.47367 -0.89777  C31 1.609, F35 1.419, F36 1.421, C37 1.632
35 F 3.16555 -4.39622 -1.58422  C34 1.419
36 F 2.35427 -3.61682 0.51613  C34 1.421
37 C 2.97084 -2.00465 -1.21533  C34 1.632, O38 1.240, O39 1.423
38 O 3.30517 -1.67542 -2.36316  C37 1.240
39 O 3.11423 -1.06142 -0.15910  C37 1.423, H63 0.993
40 H -6.91710 -1.32652 -1.82266  C1 1.155
41 H -6.50426 -0.07545 -3.17965  C1 1.142
42 H -7.67123 -1.43214 -3.57318  C1 1.155
43 H -4.64009 -1.54563 -3.67279  C2 1.141
44 H -5.84361 -2.69451 -4.46966  C2 1.152
45 H -5.67215 -3.02164 -1.36440  C3 1.142
46 H -5.90906 -4.32585 -2.63368  C3 1.154
47 H -3.63014 -4.60189 -3.11842  C4 1.157
48 H -3.10481 -2.86320 -2.88832  C4 1.139
49 H -4.25104 -1.50721 -0.71240  O7 0.993
50 H -5.23881 -2.50989 0.91153  C8 1.140
51 H -5.52662 -5.42741 -0.34835  C10 1.143
52 H -6.16986 -7.76727 0.77054  C11 1.138
53 H -5.68283 -8.10318 3.43852  C12 1.137
54 H -4.54059 -6.04425 4.78030  C13 1.153
55 H -1.66678 -2.26492 3.78298  N18 1.030
56 H 0.54161 -3.66230 2.24751  C19 1.142
57 H 0.60508 -2.76462 3.83995  C19 1.157
58 H 0.65951 -1.21995 1.05094  C20 1.142
59 H 2.08346 -1.63791 2.20824  C20 1.157
60 H 3.70386 -0.29867 2.99924  C23 1.153
61 H 3.78028 1.58985 3.21233  C23 1.141
62 H 3.01383 0.51862 4.49231  C23 1.148
63 H 3.81425 -1.43174 0.43980  O39 0.993
64 C 7.53571 2.20301 7.68609  C65 1.525, H70 1.092, H71 1.093, H72 1.094
65 C 7.35407 2.16793 6.17184  C64 1.525, C66 1.544, N69 1.469, H73 1.095
66 C 6.03234 2.80764 5.69574  C65 1.544, O67 1.426, H74 1.095, H75 1.096
67 O 4.88134 1.98894 5.88935  C66 1.426, C68 1.419
68 C 4.33388 2.04450 7.19733  O67 1.419, H76 1.093, H77 1.092, H78 1.092
69 N 7.47955 0.78008 5.70812  C65 1.469, H79 1.019, H80 1.021
70 H 6.91757 1.46433 8.20071  C64 1.092
71 H 8.57431 1.98447 7.94805  C64 1.093
72 H 7.29252 3.19058 8.08798  C64 1.094
73 H 8.17291 2.74990 5.73542  C65 1.095
74 H 6.10414 2.95923 4.61343  C66 1.095
75 H 5.88256 3.79970 6.13782  C66 1.096
76 H 4.43046 3.03808 7.64317  C68 1.093
77 H 4.80487 1.29346 7.83496  C68 1.092
78 H 3.27178 1.79853 7.13013  C68 1.092
79 H 7.45259 0.77217 4.68976  N69 1.019
80 H 6.62351 0.29270 5.97512  N69 1.021
81 C 5.21660 2.70315 -5.21773  C82 1.526, H87 1.092, H88 1.093, H89 1.094
82 C 6.58775 2.53751 -4.56982  C81 1.526, C83 1.544, N86 1.468, H90 1.095
83 C 6.70231 1.27702 -3.68608  C82 1.544, O84 1.424, H91 1.095, H92 1.097
84 O 6.07465 1.39489 -2.41303  C83 1.424, C85 1.419
85 C 4.67645 1.15320 -2.42181  O84 1.419, H93 1.092, H94 1.092, H95 1.091
86 N 6.90964 3.75575 -3.81627  C82 1.468, H96 1.019, H97 1.021
87 H 4.45789 3.04941 -4.51277  C81 1.092
88 H 5.26418 3.44357 -6.02083  C81 1.093
89 H 4.87209 1.76125 -5.65417  C81 1.094
90 H 7.31702 2.43386 -5.38066  C82 1.095
91 H 7.76381 1.11172 -3.47393  C83 1.095
92 H 6.34877 0.38219 -4.21286  C83 1.097
93 H 4.39496 0.38530 -3.14610  C85 1.092
94 H 4.13570 2.08142 -2.62046  C85 1.092
95 H 4.38616 0.81114 -1.42692  C85 1.091
96 H 7.86252 3.68017 -3.46453  N86 1.019
97 H 6.33976 3.74798 -2.96967  N86 1.021
98 C -4.69350 2.20810 -8.19008  C99 1.526, H104 1.092, H105 1.093, H106 1.094
99 C -3.93563 2.42848 -6.88458  C98 1.526, C100 1.544, N103 1.468, H107 1.095
100 C -3.70306 1.13067 -6.08166  C99 1.544, O101 1.426, H108 1.095, H109 1.097
101 O -4.85120 0.66215 -5.37839  C100 1.426, C102 1.419
102 C -5.75665 -0.09361 -6.16677  O101 1.419, H110 1.094, H111 1.092, H112 1.091
103 N -4.64348 3.43729 -6.08643  C99 1.468, H113 1.019, H114 1.021
104 H -5.76060 2.03757 -8.03286  C98 1.092
105 H -4.60481 3.08807 -8.83253  C98 1.093
106 H -4.28893 1.35340 -8.73969  C98 1.094
107 H -2.95069 2.82937 -7.14733  C99 1.095
108 H -2.95502 1.34309 -5.31052  C100 1.095
109 H -3.28207 0.33735 -6.71132  C100 1.097
110 H -5.24429 -0.69713 -6.92154  C102 1.094
111 H -6.48620 0.56779 -6.63841  C102 1.092
112 H -6.30163 -0.76410 -5.50126  C102 1.091
113 H -4.08628 3.65101 -5.26092  N103 1.019
114 H -5.47790 2.99106 -5.70410  N103 1.021
115 C 0.76348 4.76041 2.01190  C116 1.525, H121 1.092, H122 1.093, H123 1.094
116 C 0.01736 4.32855 3.27016  C115 1.525, C117 1.544, N120 1.469, H124 1.096
117 C -1.51541 4.47121 3.15585  C116 1.544, O118 1.423, H125 1.095, H126 1.097
118 O -1.99097 5.80610 3.28851  C117 1.423, C119 1.419
119 C -1.92018 6.57712 2.09984  O118 1.419, H127 1.094, H128 1.092, H129 1.092
120 N 0.54437 5.07696 4.41858  C116 1.469, H130 1.019, H131 1.021
121 H 0.80783 5.84585 1.90088  C115 1.092
122 H 1.79616 4.40278 2.04227  C115 1.093
123 H 0.29462 4.34499 1.11555  C115 1.094
124 H 0.23483 3.26581 3.42504  C116 1.096
125 H -1.96659 3.91695 3.98592  C117 1.095
126 H -1.89499 4.01251 2.23447  C117 1.097
127 H -2.10282 5.97441 1.20553  C119 1.094
128 H -0.95121 7.07593 2.03142  C119 1.092
129 H -2.68587 7.35341 2.15468  C119 1.092
130 H 0.11116 4.71928 5.26827  N120 1.019
131 H 0.18630 6.03018 4.34953  N120 1.021

Charge   +1
HOMO level   -10.335 eV
ΔE to the lowest compared entry with this formula, charge and spin   8.820 eV

2.
Here is a 8-piece molecular cluster, C37H68N8O2PS overall in a non-equilibrium geometry from OMol25. Energies are from the ωB97M-V functional and the def2-TZVPD basis.

Each atom is followed by the atoms it is bonded to, with distances in Å.
Atoms and positions in Å:
1 C -2.85576 4.75248 -0.73637  C2 1.554, H15 1.086, H16 1.085, H17 1.084
2 C -1.65675 3.77731 -0.57865  C1 1.554, C3 1.529, C4 1.526, N13 1.479
3 C -0.42139 4.55515 -1.03417  C2 1.529, H18 1.086, H19 1.086, H20 1.086
4 C -1.98739 2.60317 -1.49483  C2 1.526, C5 1.551, H21 1.089, H22 1.086
5 C -1.07788 1.35706 -1.33024  C4 1.551, S6 1.835, P7 1.837, C9 1.540
6 S -2.03074 -0.21057 -1.34800  C5 1.835, H23 1.343
7 P 0.08138 1.17569 -2.74344  C5 1.837, O8 1.483, H24 1.411, H25 1.410
8 O 0.68220 2.45674 -3.18648  P7 1.483
9 C -0.22475 1.49069 -0.05488  C5 1.540, C10 1.530, H26 1.087, H27 1.091
10 C -0.95542 2.09196 1.14731  C9 1.530, C11 1.553, C12 1.530, N13 1.490
11 C -2.03047 1.13110 1.72291  C10 1.553, H28 1.086, H29 1.079, H30 1.083
12 C 0.07910 2.24318 2.26469  C10 1.530, H31 1.082, H32 1.089, H33 1.086
13 N -1.62252 3.39038 0.84804  C2 1.479, C10 1.490, O14 1.280
14 O -1.33595 4.35876 1.63515  N13 1.280
15 H -3.69235 4.37444 -0.15642  C1 1.086
16 H -2.54887 5.71054 -0.33014  C1 1.085
17 H -3.11571 4.83631 -1.78494  C1 1.084
18 H -0.05834 5.23047 -0.26439  C3 1.086
19 H 0.39144 3.92623 -1.38495  C3 1.086
20 H -0.72909 5.16998 -1.87530  C3 1.086
21 H -2.99009 2.28283 -1.21695  C4 1.089
22 H -2.04614 2.94178 -2.52520  C4 1.086
23 H -3.16876 0.08366 -0.69879  S6 1.343
24 H 1.05970 0.25552 -2.31140  P7 1.411
25 H -0.64235 0.55991 -3.78522  P7 1.410
26 H 0.07274 0.48693 0.23884  C9 1.087
27 H 0.70129 2.03981 -0.23400  C9 1.091
28 H -1.58448 0.14262 1.78725  C11 1.086
29 H -2.90749 1.14353 1.09509  C11 1.079
30 H -2.34378 1.52045 2.68371  C11 1.083
31 H -0.40452 2.47698 3.20419  C12 1.082
32 H 0.53880 1.26081 2.36210  C12 1.089
33 H 0.85797 2.95472 2.00538  C12 1.086
34 C -6.41221 4.85596 4.49227  C35 1.525, H39 1.091, H40 1.090, H41 1.092
35 C -4.90635 5.08917 4.54637  C34 1.525, C36 1.532, H42 1.091, H43 1.091
36 C -4.25102 5.10583 3.16199  C35 1.532, C37 1.459, H44 1.092, H45 1.092
37 C -4.36237 3.82112 2.48032  C36 1.459, N38 1.148
38 N -4.41774 2.80723 1.94490  C37 1.148
39 H -6.64879 3.88240 4.06013  C34 1.091
40 H -6.83851 4.88546 5.49515  C34 1.090
41 H -6.90627 5.62408 3.89401  C34 1.092
42 H -4.44047 4.31983 5.16475  C35 1.091
43 H -4.70916 6.04729 5.03015  C35 1.091
44 H -3.19123 5.35133 3.25263  C36 1.092
45 H -4.70301 5.88159 2.54037  C36 1.092
46 C 3.18767 -2.26515 -3.94074  C47 1.524, H51 1.092, H52 1.089, H53 1.092
47 C 2.73541 -3.71814 -3.85740  C46 1.524, C48 1.531, H54 1.092, H55 1.092
48 C 1.21350 -3.86563 -3.77989  C47 1.531, C49 1.461, H56 1.093, H57 1.093
49 C 0.65600 -3.27954 -2.56321  C48 1.461, N50 1.149
50 N 0.21564 -2.85351 -1.59149  C49 1.149
51 H 2.89950 -1.70772 -3.04718  C46 1.092
52 H 4.27205 -2.20883 -4.02979  C46 1.089
53 H 2.75325 -1.76990 -4.81129  C46 1.092
54 H 3.20067 -4.19497 -2.99240  C47 1.092
55 H 3.08927 -4.25051 -4.74236  C47 1.092
56 H 0.94918 -4.92555 -3.80533  C48 1.093
57 H 0.75006 -3.39936 -4.65281  C48 1.093
58 C 3.76652 1.63975 3.28281  C59 1.521, H63 1.090, H64 1.089, H65 1.093
59 C 4.35202 2.52427 4.37312  C58 1.521, C60 1.534, H66 1.085, H67 1.091
60 C 3.81335 2.18326 5.76807  C59 1.534, C61 1.463, H68 1.092, H69 1.092
61 C 2.37349 2.41532 5.87740  C60 1.463, N62 1.148
62 N 1.24164 2.59147 5.95746  C61 1.148
63 H 2.68653 1.76810 3.20689  C58 1.090
64 H 4.20033 1.89650 2.31739  C58 1.089
65 H 3.97247 0.58427 3.47721  C58 1.093
66 H 4.14455 3.56400 4.14085  C59 1.085
67 H 5.43730 2.41173 4.38348  C59 1.091
68 H 4.32138 2.79264 6.51787  C60 1.092
69 H 4.02844 1.14096 6.01148  C60 1.092
70 C -0.10845 -6.27786 -0.51225  C71 1.522, H75 1.092, H76 1.090, H77 1.093
71 C -0.82455 -7.59066 -0.23138  C70 1.522, C72 1.531, H78 1.091, H79 1.090
72 C -0.04024 -8.81310 -0.71582  C71 1.531, C73 1.463, H80 1.091, H81 1.092
73 C 0.12789 -8.81150 -2.16903  C72 1.463, N74 1.148
74 N 0.27236 -8.79124 -3.30816  C73 1.148
75 H 0.02635 -6.11723 -1.58350  C70 1.092
76 H -0.68791 -5.43996 -0.12553  C70 1.090
77 H 0.87481 -6.25551 -0.03657  C70 1.093
78 H -1.80963 -7.57318 -0.69929  C71 1.091
79 H -0.98930 -7.68424 0.84197  C71 1.090
80 H -0.56137 -9.72568 -0.42218  C72 1.091
81 H 0.94227 -8.84373 -0.24085  C72 1.092
82 C -3.24192 -3.82534 0.91002  C83 1.525, H87 1.092, H88 1.090, H89 1.092
83 C -3.82552 -4.07228 2.29766  C82 1.525, C84 1.533, H90 1.092, H91 1.091
84 C -3.20010 -5.27979 3.00467  C83 1.533, C85 1.463, H92 1.091, H93 1.092
85 C -3.46695 -6.53452 2.30193  C84 1.463, N86 1.148
86 N -3.66348 -7.51128 1.73084  C85 1.148
87 H -3.43168 -4.66798 0.24240  C82 1.092
88 H -3.69157 -2.94001 0.46106  C82 1.090
89 H -2.16304 -3.66375 0.95822  C82 1.092
90 H -4.90567 -4.20970 2.22083  C83 1.092
91 H -3.66106 -3.18895 2.91701  C83 1.091
92 H -3.59465 -5.35975 4.01896  C84 1.091
93 H -2.12084 -5.14147 3.09482  C84 1.092
94 C 5.58435 8.14431 1.33360  C95 1.524, H99 1.091, H100 1.090, H101 1.092
95 C 4.99490 7.88799 2.71583  C94 1.524, C96 1.532, H102 1.091, H103 1.091
96 C 5.68757 6.74015 3.45730  C95 1.532, C97 1.461, H104 1.092, H105 1.092
97 C 5.51628 5.45921 2.77514  C96 1.461, N98 1.148
98 N 5.38268 4.45359 2.23783  C97 1.148
99 H 5.46352 7.27773 0.68208  C94 1.091
100 H 5.08430 8.98779 0.85840  C94 1.090
101 H 6.64899 8.37709 1.39852  C94 1.092
102 H 3.92813 7.67662 2.62382  C95 1.091
103 H 5.08838 8.79227 3.31966  C95 1.091
104 H 5.27868 6.65431 4.46610  C96 1.092
105 H 6.75334 6.94998 3.56454  C96 1.092
106 C -0.63723 -5.63830 -8.32408  C107 1.524, H111 1.091, H112 1.090, H113 1.092
107 C 0.70830 -6.30510 -8.06215  C106 1.524, C108 1.531, H114 1.091, H115 1.091
108 C 1.55679 -5.55165 -7.03380  C107 1.531, C109 1.463, H116 1.092, H117 1.091
109 C 1.93126 -4.21208 -7.48716  C108 1.463, N110 1.148
110 N 2.21510 -3.15988 -7.84892  C109 1.148
111 H -0.51197 -4.63881 -8.74364  C106 1.091
112 H -1.21963 -6.22479 -9.03412  C106 1.090
113 H -1.21736 -5.55255 -7.40317  C106 1.092
114 H 1.25946 -6.39551 -8.99986  C107 1.091
115 H 0.54091 -7.31768 -7.69211  C107 1.091
116 H 2.46632 -6.11934 -6.82886  C108 1.092
117 H 1.01415 -5.47510 -6.09052  C108 1.091

HOMO level (spin up / spin down)   -8.064 / -9.037 eV
Multiplicity   2

Here are the calculated total energy numbers, same order: -3414.64594, -2778.58521 (hartree).